Computed, not measured: the molecule C2H2ClNO3S at a distorted geometry, with ωB97M-V/def2-TZVPD.

Bonds (Å) are listed after each position.
Geometry (Å):
1 C -1.131 0.803 1.387  O5 1.335, O6 1.185, H9 1.105
2 C 0.979 -0.561 -1.065  N3 1.239, O4 1.330, Cl8 1.765
3 N 0.378 0.516 -1.176  C2 1.239, H10 1.009
4 O 0.592 -1.599 -0.329  C2 1.330, S7 1.664
5 O -0.573 -0.394 1.580  C1 1.335, S7 1.670
6 O -1.983 1.069 0.607  C1 1.185
7 S -0.884 -1.573 0.437  O4 1.664, O5 1.670
8 Cl 2.529 -1.002 -1.783  C2 1.765
9 H -0.685 1.512 2.107  C1 1.105
10 H 0.778 1.229 -1.766  N3 1.009

Summary:
- Frontier orbital gap (alpha / beta): 6.8 / 8.2 eV
- Spin multiplicity: 3